{
  "formula": "C21H25N5O3S2",
  "method": "ωB97M-V/def2-TZVPD",
  "species": ["S", "S", "O", "O", "O", "N", "N", "N", "N", "N", "C", "C", "C", "C", "C", "C", "C", "C", "C", "C", "C", "C", "C", "C", "C", "C", "C", "C", "C", "C", "C", "H", "H", "H", "H", "H", "H", "H", "H", "H", "H", "H", "H", "H", "H", "H", "H", "H", "H", "H", "H", "H", "H", "H", "H", "H"],
  "coordinates": [[2.970, -1.045, -1.979], [-0.996, -1.995, 2.204], [1.245, -3.296, -0.729], [4.687, -2.794, -0.970], [1.775, -0.567, 1.567], [1.353, -3.541, 1.567], [3.286, -1.810, 0.376], [-1.869, 1.559, 0.988], [-1.823, 0.398, 2.045], [-1.315, -0.349, 0.084], [-0.607, -3.036, 0.710], [-0.532, 1.917, -2.435], [2.816, -3.921, 1.208], [1.849, -0.211, -0.978], [-1.798, 1.592, -4.552], [-3.202, 5.261, 2.115], [-1.704, 1.590, -1.570], [-1.744, 4.030, 0.550], [-2.322, 2.921, 1.248], [-1.118, -0.436, 1.365], [-3.069, 1.246, -3.668], [-0.897, 2.644, -3.581], [-2.223, 5.326, 0.881], [-1.563, 0.970, -0.421], [2.329, -0.751, 0.639], [0.664, -3.243, 0.370], [-3.173, 2.926, 2.404], [3.646, -2.664, 1.462], [-2.643, 0.701, -2.454], [3.776, -1.920, -0.946], [-3.433, 4.131, 2.806], [-1.799, 6.223, 0.455], [1.040, -3.367, 2.344], [-3.367, 2.216, -3.460], [-1.139, 0.790, -4.696], [-1.860, 2.152, -5.288], [3.410, -4.459, 2.153], [4.881, -2.746, 1.341], [-1.240, -4.123, 0.814], [3.386, -2.001, 2.486], [-2.015, -0.339, -2.637], [0.044, 2.596, -1.484], [-0.894, 3.973, 0.006], [-3.507, 2.041, 2.920], [-3.523, 0.361, -2.041], [3.203, -4.361, 0.389], [-0.104, 2.780, -4.178], [0.914, -0.374, -1.112], [-4.449, 4.380, 3.589], [-3.515, 0.778, -4.418], [-0.971, -2.607, -0.109], [-2.412, 2.351, -1.345], [0.040, 1.000, -2.576], [2.143, 0.937, -0.763], [-3.398, 6.435, 2.274], [-1.242, 3.709, -3.348]],
  "nbo_charge": [0.44, 0.26, -0.62, -0.62, -0.53, -0.60, -0.53, -0.27, -0.25, -0.57, -0.60, -0.32, -0.24, -0.69, -0.32, -0.22, -0.42, -0.27, 0.16, 0.21, -0.43, -0.43, -0.17, 0.51, 0.79, 0.63, -0.23, -0.24, -0.33, 0.40, -0.21, 0.22, 0.37, 0.20, 0.19, 0.18, 0.19, 0.25, 0.27, 0.23, 0.19, 0.17, 0.21, 0.26, 0.22, 0.25, 0.21, 0.23, 0.21, 0.23, 0.26, 0.26, 0.22, 0.24, 0.23, 0.21],
  "largest_force_ev_per_a": 17.60,
  "de_lowest_ev": 16.7714,
  "energy_ha": -2110.51335,
  "lumo_ev": -0.115,
  "smiles": "O=C(CSc1nc(C2CCCCC2)n(-c2ccccc2)n1)NCCN1C(=O)CSC1=O",
  "total_charge": 0
}

{
  "formula": "C21H25N8O4S2Zr",
  "method": "ωB97M-V/def2-TZVPD",
  "species": ["Zr", "S", "S", "O", "O", "O", "O", "N", "N", "N", "N", "N", "N", "N", "N", "C", "C", "C", "C", "C", "C", "C", "C", "C", "C", "C", "C", "C", "C", "C", "C", "C", "C", "C", "C", "C", "H", "H", "H", "H", "H", "H", "H", "H", "H", "H", "H", "H", "H", "H", "H", "H", "H", "H", "H", "H", "H", "H", "H", "H", "H"],
  "coordinates": [[0.702, 0.190, 0.227], [2.497, 0.171, -1.781], [-0.170, 1.686, -1.641], [-0.402, -1.693, 0.829], [-1.934, -3.362, 1.193], [-0.376, 2.028, 0.975], [-1.488, 3.596, 2.211], [-1.092, 0.105, 1.335], [-0.962, 4.238, -2.119], [2.034, -2.053, -3.155], [-1.092, 2.957, -3.937], [2.062, -1.459, 0.274], [-0.067, -1.107, -1.315], [2.333, 0.121, 1.992], [1.911, -2.178, -0.859], [-1.429, 5.002, -3.158], [2.121, -1.427, -1.961], [2.255, -2.073, 1.398], [-3.724, 0.029, 2.942], [-1.042, 1.854, -4.867], [2.743, -0.342, 4.718], [-1.001, -2.682, -3.188], [2.414, -1.125, 2.504], [-1.509, 4.235, -4.253], [-1.175, 2.372, 1.803], [-2.959, 1.166, 2.843], [-1.483, -2.120, 1.118], [-0.734, 2.928, -2.571], [-2.039, -0.936, 1.554], [2.341, -3.559, 1.593], [-3.254, -1.066, 2.273], [-1.754, 1.126, 2.078], [2.664, 0.959, 4.225], [2.616, -1.417, 3.842], [2.460, 1.138, 2.866], [-0.479, -1.802, -2.142], [-0.282, -3.508, -3.368], [-1.672, 6.046, -3.037], [-3.323, 2.071, 3.310], [2.904, -0.513, 5.779], [2.760, 1.815, 4.884], [-3.768, -2.023, 2.338], [2.677, -2.429, 4.217], [1.400, -4.020, 1.279], [-2.222, 3.679, 2.848], [2.022, -3.181, -0.876], [2.085, -1.449, -3.967], [1.580, 1.888, 0.227], [2.532, -3.845, 2.628], [-0.800, 4.548, -1.171], [-1.835, 4.508, -5.245], [-1.177, -3.908, 0.901], [-1.379, 2.169, -5.859], [-1.684, 1.048, -4.500], [-0.014, 1.486, -4.929], [1.425, -2.854, -3.240], [-4.646, 0.000, 3.514], [3.156, -3.956, 0.980], [-1.975, -3.104, -2.864], [2.392, 2.131, 2.429], [-1.141, -2.102, -4.123]],
  "nbo_charge": [1.36, 0.10, -0.09, -0.62, -0.58, -0.55, -0.60, -0.48, -0.49, -0.76, -0.31, -0.33, -0.50, -0.47, -0.46, -0.04, 0.28, 0.37, -0.07, -0.41, -0.10, -0.74, 0.12, -0.05, 0.78, -0.19, 0.78, 0.24, 0.11, -0.70, -0.17, 0.14, -0.21, -0.20, 0.10, 0.52, 0.26, 0.26, 0.24, 0.26, 0.27, 0.28, 0.25, 0.23, 0.53, 0.42, 0.44, -0.20, 0.27, 0.45, 0.26, 0.52, 0.25, 0.21, 0.23, 0.39, 0.27, 0.27, 0.30, 0.25, 0.30],
  "largest_force_ev_per_a": 13.47,
  "energy_ha": -2396.58677,
  "lumo_ev": -10.575,
  "total_charge": 3
}

{
  "formula": "C21H25NO3S",
  "method": "ωB97M-V/def2-TZVPD",
  "species": ["S", "O", "O", "O", "N", "C", "C", "C", "C", "C", "C", "C", "C", "C", "C", "C", "C", "C", "C", "C", "C", "C", "C", "C", "C", "C", "H", "H", "H", "H", "H", "H", "H", "H", "H", "H", "H", "H", "H", "H", "H", "H", "H", "H", "H", "H", "H", "H", "H", "H", "H"],
  "coordinates": [[-1.123, 1.689, 2.781], [-0.579, -1.521, -3.549], [-1.619, 3.150, -0.490], [5.392, 0.085, 1.758], [-0.348, 1.287, -0.600], [1.462, -0.028, 0.382], [-1.916, 1.611, 1.243], [2.556, 0.001, -0.480], [-2.563, 1.202, 3.587], [3.002, -0.013, 2.250], [1.713, -0.045, 1.745], [5.696, 0.103, 3.131], [-2.548, -1.840, -0.501], [-3.226, 1.261, 1.384], [-2.277, -0.224, -2.405], [-0.209, -1.124, -1.194], [0.029, -0.031, -0.121], [-3.101, -1.383, -1.846], [-0.783, -0.567, -2.517], [3.843, 0.038, 0.008], [0.041, 0.651, -2.960], [-1.087, -2.255, -0.641], [-3.592, 1.010, 2.725], [4.085, 0.040, 1.382], [0.206, 1.715, -1.867], [-1.273, 2.081, -0.016], [-3.099, -2.224, -2.547], [6.782, 0.158, 3.191], [1.262, 1.966, -1.726], [-0.689, -2.570, 0.327], [-0.325, 2.631, -2.134], [0.761, -1.563, -1.453], [5.262, 0.978, 3.627], [-2.407, 0.650, -1.769], [3.143, -0.028, 3.319], [2.412, -0.020, -1.548], [-2.554, 1.094, 4.654], [-0.616, -0.244, 0.736], [5.352, -0.807, 3.632], [-4.139, -1.063, -1.735], [-4.579, 0.706, 3.026], [-3.132, -2.684, -0.125], [-0.437, 1.081, -3.840], [-1.160, -2.273, -3.389], [-3.907, 1.187, 0.554], [-2.636, 0.034, -3.404], [4.689, 0.065, -0.661], [-1.022, -3.117, -1.310], [1.011, 0.268, -3.280], [-2.640, -1.027, 0.222], [0.890, -0.089, 2.442]],
  "nbo_charge": [0.46, -0.73, -0.61, -0.49, -0.43, -0.11, -0.30, -0.14, -0.41, -0.33, -0.12, -0.25, -0.41, -0.23, -0.44, -0.25, -0.07, -0.40, 0.29, -0.27, -0.42, -0.39, -0.26, 0.31, -0.24, 0.65, 0.18, 0.20, 0.21, 0.21, 0.26, 0.23, 0.18, 0.21, 0.22, 0.20, 0.24, 0.24, 0.18, 0.21, 0.23, 0.21, 0.22, 0.46, 0.23, 0.22, 0.22, 0.20, 0.21, 0.21, 0.21],
  "largest_force_ev_per_a": 0.65,
  "de_lowest_ev": 1.4390,
  "energy_ha": -1493.89476,
  "lumo_ev": 0.556,
  "smiles": "COc1ccc([C@@H]2[C@H]3CCCC[C@@]3(O)CCN2C(=O)c2cccs2)cc1",
  "total_charge": 0
}

{
  "formula": "C21H26BaN2O9P2S2",
  "method": "ωB97M-V/def2-TZVPD",
  "species": ["Ba", "S", "S", "P", "P", "O", "O", "O", "O", "O", "O", "O", "O", "O", "N", "N", "C", "C", "C", "C", "C", "C", "C", "C", "C", "C", "C", "C", "C", "C", "C", "C", "C", "C", "C", "C", "C", "H", "H", "H", "H", "H", "H", "H", "H", "H", "H", "H", "H", "H", "H", "H", "H", "H", "H", "H", "H", "H", "H", "H", "H", "H", "H"],
  "coordinates": [[-2.147, -0.903, -0.856], [1.442, -1.042, -2.744], [0.254, -1.448, 2.144], [-5.080, -1.493, 0.718], [-3.900, -3.654, -0.988], [-4.394, -4.978, -1.365], [-5.014, -2.908, -0.072], [-0.071, -0.597, 0.941], [-0.039, -0.827, -2.593], [-3.831, -2.626, -2.284], [-3.813, -1.614, 1.747], [-4.583, -0.414, -0.228], [-6.354, -1.386, 1.431], [-2.539, -3.406, -0.384], [-3.690, 2.228, 0.444], [-2.170, 2.004, -1.279], [1.744, 1.366, -1.439], [-1.331, 2.560, -2.164], [3.935, 2.121, -2.985], [2.366, 2.582, -1.214], [3.199, 1.128, 3.124], [0.698, -3.471, 0.306], [-1.072, 3.909, -2.241], [-2.613, 4.202, -0.432], [1.512, -0.559, 3.045], [3.309, 0.904, -3.226], [2.212, 0.459, 2.417], [-2.832, 2.809, -0.433], [1.973, -1.792, -1.191], [3.464, 2.955, -1.983], [2.756, -0.236, 5.059], [1.459, -3.228, -1.009], [1.761, -0.907, 4.364], [-1.734, 4.742, -1.336], [2.225, 0.538, -2.444], [1.323, -2.798, 1.533], [3.473, 0.778, 4.440], [3.947, 3.907, -1.804], [-4.042, -2.174, 2.496], [2.309, -2.375, 1.338], [-0.383, 4.297, -2.977], [2.308, -3.910, -1.068], [4.782, 2.419, -3.588], [1.586, -1.115, -0.428], [-3.152, 4.826, 0.269], [0.791, -3.502, -1.829], [-0.346, -3.172, 0.191], [1.970, 0.727, 1.396], [4.241, 1.306, 4.989], [3.655, 0.251, -4.018], [0.643, -4.546, 0.474], [3.063, -1.730, -1.188], [1.412, -3.476, 2.383], [1.179, -1.684, 4.845], [3.752, 1.928, 2.648], [-1.567, 5.811, -1.351], [-4.100, 1.315, 0.225], [1.988, 3.244, -0.445], [-4.663, -2.619, -2.770], [-0.838, 1.865, -2.836], [-4.277, 2.838, 0.985], [0.885, 1.065, -0.849], [2.961, -0.496, 6.089]],
  "nbo_charge": [1.87, 1.28, 1.28, 2.55, 2.54, -1.11, -1.12, -1.06, -1.06, -1.07, -1.04, -1.28, -1.11, -1.27, -0.80, -0.58, -0.24, 0.06, -0.20, -0.20, -0.20, -0.43, -0.33, -0.30, -0.18, -0.23, -0.23, 0.40, -0.63, -0.19, -0.20, -0.42, -0.24, -0.14, -0.19, -0.60, -0.18, 0.22, 0.50, 0.23, 0.22, 0.21, 0.22, 0.25, 0.22, 0.24, 0.25, 0.24, 0.22, 0.23, 0.24, 0.23, 0.24, 0.23, 0.22, 0.22, 0.45, 0.23, 0.51, 0.20, 0.39, 0.24, 0.22],
  "largest_force_ev_per_a": 0.37,
  "de_lowest_ev": 0.5304,
  "energy_ha": -3107.49461,
  "lumo_ev": -0.056,
  "total_charge": 0
}

Summary of E_HOMO in hartree
-0.3074, -0.5527, -0.3145, -0.3141
(order as listed above)
Summary of HOMO-LUMO gap in eV
8.249, 4.464, 9.114, 8.491
(order as listed above)